Record 1
47
Properties=species:S:1:pos:R:3 method="wB97M-V/def2-TZVPD" e_lumo_ev=-2.50 gap_ev=10.89 homo_energy_ev=-13.395 e_above_lowest_ev=1.818 fmax_ev_per_a=3.31 charge=+1 e_tot_ev=-30688.12308
O -0.989 -0.400 2.011
C -1.165 0.540 1.248
C -0.654 0.388 -0.138
C -1.800 0.298 -1.146
C -1.994 1.680 -1.803
O -0.683 2.222 -2.109
N 0.311 -0.747 -0.074
H -1.577 1.489 1.664
H -0.038 1.262 -0.435
H -2.628 -0.356 -0.767
H -1.788 -0.455 -1.966
H -2.309 2.273 -0.931
H -2.566 1.823 -2.710
H -0.481 2.088 -3.047
H -0.316 -1.555 -0.047
H 0.968 -0.885 -0.864
H 0.800 -0.887 0.829
H 2.651 -2.984 -0.644
H 2.458 -3.044 0.797
O 2.481 -2.383 0.092
H 1.522 0.113 -2.857
H 2.897 0.403 -2.238
O 1.994 0.166 -1.984
H 0.958 1.336 -5.168
H 1.566 2.292 -4.048
O 1.173 1.403 -4.232
H -3.197 -1.548 1.276
H -3.605 -1.270 2.745
O -3.837 -1.096 1.832
H -1.961 -4.008 2.366
H -1.160 -2.713 2.366
O -1.796 -3.197 1.824
H 2.719 2.422 -0.628
H 2.404 3.425 -1.731
O 3.150 2.955 -1.300
H 1.685 2.434 1.719
H 1.815 1.160 0.790
O 1.203 1.742 1.256
H 0.695 2.560 3.681
H -0.230 1.555 4.246
O 0.604 1.604 3.766
H 2.239 -0.220 2.743
H 0.879 -0.952 3.023
O 1.759 -1.044 2.644
H -1.220 -3.524 0.042
H -1.886 -3.280 -1.266
O -1.048 -3.088 -0.824

---

Record 2
49
Properties=species:S:1:pos:R:3 method="wB97M-V/def2-TZVPD" e_lumo_ev=0.03 gap_ev=9.66 homo_energy_ev=-9.625 smiles="C[C@@H](C=O)NCO.O.O.O.O.O.O.O.O.O.O.O" e_above_lowest_ev=3.653 fmax_ev_per_a=2.43 e_tot_ev=-32758.39515
O -0.633 -0.896 0.972
C -0.912 -0.593 -0.167
C -0.510 0.729 -0.752
C -1.579 1.721 -0.129
N -0.594 0.711 -2.216
C 0.313 1.623 -2.858
O 1.620 1.033 -2.767
H -1.615 -1.202 -0.744
H 0.438 1.185 -0.482
H -1.529 1.612 0.947
H -1.499 2.711 -0.583
H -2.556 1.448 -0.532
H -1.538 0.795 -2.576
H 0.005 1.774 -3.892
H 0.511 2.660 -2.515
H 1.932 1.226 -1.892
H 0.550 1.125 5.270
H 1.759 0.711 4.352
O 0.954 1.236 4.404
H -2.661 -2.870 2.372
H -2.566 -1.657 3.207
O -3.252 -2.235 2.807
H 3.410 0.462 -1.131
H 4.472 1.024 -2.092
O 4.127 0.198 -1.736
H -1.001 -0.059 3.967
H -1.314 0.053 2.520
O -1.763 0.007 3.377
H 1.186 -1.732 1.484
H 2.561 -1.893 2.137
O 1.859 -1.251 1.991
H 1.800 -3.457 -0.880
H 1.448 -2.274 -1.759
O 1.257 -2.662 -0.876
H -3.823 -1.341 1.343
H -4.317 -0.180 0.569
O -3.720 -0.930 0.452
H -4.045 -0.594 -2.701
H -3.217 -0.480 -3.840
O -3.685 0.125 -3.247
H 1.473 2.261 2.998
H 0.908 2.364 1.496
O 1.586 2.639 2.111
H 2.051 -0.950 -3.618
H 0.773 -1.000 -2.898
O 1.344 -1.584 -3.424
H 3.249 1.387 1.299
H 2.396 0.156 1.059
O 2.946 0.819 0.590

---

Record 3
51
Properties=species:S:1:pos:R:3 method="wB97M-V/def2-TZVPD" e_lumo_ev=0.23 gap_ev=8.13 homo_energy_ev=-7.899 e_above_lowest_ev=0.143 fmax_ev_per_a=0.98 e_tot_ev=-43054.83136
O 0.257 -1.775 0.315
C 0.526 -0.670 -0.309
N 1.676 -0.019 0.086
C 2.004 1.343 -0.253
C 3.316 1.431 -1.033
S 3.177 0.875 -2.771
C -0.249 -0.200 -1.347
N -1.380 -0.985 -1.860
H 2.251 -0.445 0.799
H 1.203 1.839 -0.798
H 2.132 1.930 0.686
H 4.089 0.823 -0.571
H 3.676 2.465 -1.019
H 1.912 1.320 -3.017
H -0.086 0.701 -1.891
H -1.691 -1.702 -1.185
H -2.196 -0.383 -2.026
H -1.066 -1.479 -2.718
H -2.917 2.866 -0.907
H -3.763 2.555 -2.211
O -3.680 2.352 -1.270
H 4.231 -1.097 2.687
H 2.882 -1.712 2.264
O 3.702 -1.315 1.906
H 0.728 -2.630 3.100
H 0.822 -1.887 1.684
O 1.158 -1.877 2.679
H -1.657 -0.350 2.803
H -1.944 -0.905 1.383
O -2.361 -0.714 2.228
H -1.250 3.179 0.385
H -1.540 4.562 -0.300
O -1.439 3.614 -0.492
H 1.762 -2.024 -1.770
H 2.816 -1.919 -2.876
O 2.057 -2.444 -2.595
H -0.453 -3.200 -4.299
H 0.636 -2.348 -3.609
O -0.246 -2.292 -4.050
H -0.018 0.578 4.159
H 0.502 -0.269 2.943
O -0.136 0.449 3.215
H -0.541 1.933 2.257
H -1.966 2.415 2.119
O -1.039 2.740 1.994
H -1.015 -3.045 0.099
H -2.457 -3.256 0.697
O -1.948 -3.256 -0.119
H -3.248 0.772 2.036
H -3.684 1.755 0.909
O -3.542 1.702 1.864